1.
Entry from the OMol25 dataset: a cluster of 12 separate species, C28H56Br2N8O21 in total at a distorted geometry (the ωB97M-V functional and the def2-TZVPD basis).

Relative energy (zero: lowest compared OMol25 entry of this formula, charge and spin) in kJ/mol: 0.0
Largest force on an atom in hartree/bohr: 0.102

```
! RIJCOSX wB97M-V def2-TZVPD def2/J DEFGRID3
* xyz -2 1
H -7.2057 -1.2747 3.5184
H 0.7143 -0.9407 2.0674
H 3.1239 0.6819 3.9647
C -1.3706 -0.2856 -3.5032
H -1.9927 -1.0964 1.0405
H 0.0715 -3.7926 -1.4117
H -0.8054 -1.0333 -4.0605
C -0.4096 2.8978 -5.9565
C 5.7041 -2.4870 1.8208
H 1.6547 -1.1606 0.6248
O -4.8920 0.1560 -4.6301
H -2.1609 -1.3861 4.9681
C 5.6921 -0.0994 -0.5862
C -4.9381 2.4796 -5.0131
H -1.2749 -0.9818 6.5214
C -1.6668 -0.0683 0.8650
H -0.9625 3.0528 -6.8879
H -4.1486 -1.6160 3.0523
N 4.2625 0.2016 -0.8315
H 6.0850 0.2194 0.3793
C 3.3565 -3.1105 2.6471
C 4.5043 -3.0345 1.6099
N -0.7306 0.1875 4.9268
O -6.1540 0.9157 -6.1776
H -2.0225 3.6617 -4.9236
O 4.0117 0.4660 -1.9873
Br -5.5890 -3.8062 2.7977
C -1.6922 4.4827 3.6018
O 2.2161 -3.6284 2.3311
H -2.2903 4.2299 4.4740
O -1.0842 0.9678 4.0941
N -0.3776 -0.5815 -1.2633
O 6.0976 -3.5920 -2.9153
C 0.2652 1.3378 0.1652
N 4.8851 -3.6927 -2.9150
O -3.1049 2.7617 2.7324
H -0.5433 -4.2348 0.6302
O 4.5537 1.9617 1.9495
C -1.6957 -0.6885 -2.0251
C -0.6484 -4.2105 1.7124
C -0.9512 3.8586 -4.8831
C 0.6313 -1.1282 0.9951
H -0.7347 3.9644 3.5423
H -0.3904 1.9602 -0.4469
H -0.4399 1.8425 -5.6904
O -2.7053 -3.3437 1.1332
H 1.2238 1.3825 -0.3515
H 2.4204 3.9274 -1.9424
H 0.9684 4.9320 -1.6540
C -2.6560 0.3800 -1.4706
O 4.3506 -4.7732 -2.7569
H -5.6230 2.8075 -4.2301
O 0.4460 -0.0933 5.1461
O 0.7477 -0.8776 -1.8316
H 1.7477 1.1854 3.2905
H 6.4259 -2.3911 1.0236
O 5.0040 -1.4586 5.3564
Br -5.9780 0.9208 2.9121
C -5.1929 -1.8098 2.8150
H -5.2019 3.1306 -5.8429
H -1.5740 0.3647 1.8594
H 5.9502 -1.1205 -0.8564
C -6.1695 -0.9574 3.6168
H 3.1892 -2.4309 -2.5865
H -3.7542 -0.0463 0.2314
O 4.3037 -3.6596 0.5105
H -0.7251 0.5904 -3.5812
O -0.3620 3.5067 -3.6459
H -1.6748 -2.8882 -2.1029
C -0.2842 -0.1113 0.1914
H 6.2975 0.6194 -1.1420
H -3.0178 1.4989 0.4173
H 3.7002 -2.7452 -4.3827
C 5.9228 -1.8937 3.1618
H 0.3413 1.6750 1.1978
H -3.9089 2.5127 -4.6657
C 4.7107 -1.8488 4.2248
H -1.6363 5.5465 3.3917
H -0.7630 4.8690 -5.2520
O 2.6727 2.9195 1.9149
H -5.3317 -1.5714 1.7627
H 1.6314 3.0832 -3.9582
O 3.4556 0.0649 0.0458
H -2.3511 1.3607 -1.8431
H -3.2856 -2.2280 -2.1241
C 3.9598 -2.5969 -3.3364
H 1.2952 4.8575 -3.9545
H 0.2552 -3.7065 2.0662
O -1.7023 -2.5009 2.8745
C -2.8210 0.4909 0.0500
N -2.3589 3.7306 2.4893
O 6.9570 -1.3267 3.4999
N 3.3714 1.9900 2.2615
H -2.2617 -0.0220 -4.0744
C 1.3413 4.0023 -2.0854
H -2.3877 -2.2245 -0.5985
O 0.9332 -3.7612 -0.9611
C -1.7531 -0.6136 5.6161
H 2.5791 -2.3984 4.5135
H -0.7700 -5.1243 2.2905
N -5.3406 1.0752 -5.2962
H 0.9611 3.2089 -1.4433
H -2.5141 0.0868 5.9596
O -2.1225 4.1166 1.3792
C -2.2990 -2.1035 -1.6755
N -1.8245 -3.3327 1.9744
H -3.6497 0.2009 -1.8826
H -6.0109 -0.8256 4.6849
H 4.6765 -1.7773 -3.4174
C 3.4339 -2.4884 3.8575
H 2.6833 -0.0298 2.2766
C 2.7173 0.8110 2.9618
H 0.5866 3.1306 -6.3382
H 0.2122 -2.1342 0.9828
C 0.9855 3.8788 -3.5811
*
```

Atom charges from the Löwdin analysis, given in e for atoms 1 to 2: H 0.04; H 0.09


2.
Entry from the OMol25 dataset: a structure of composition C28H56F12MgN2O20S4 at a distorted geometry (the ωB97M-V functional and the def2-TZVPD basis).

Largest force on an atom in hartree/bohr: 0.125

```
! RIJCOSX wB97M-V def2-TZVPD def2/J DEFGRID3
* xyz 0 1
H 1.7325 0.4697 1.9816
C -0.5458 -1.2995 3.6020
H 2.5611 -11.1463 2.1175
O 1.2870 -8.4080 0.5778
H 2.6010 3.9101 4.4426
C -0.5089 3.4957 3.6720
F -1.2377 7.6077 -3.1040
H -2.7410 2.0575 -5.8205
F -2.0903 -1.1010 -2.7597
S -3.5738 2.8808 -2.6067
C 0.1232 -4.6555 -2.1791
F 0.1355 6.0838 -2.6025
O -3.6132 5.8580 -2.3129
C -5.0823 -2.6548 5.0773
H -2.2527 0.6954 -4.9421
C -4.6473 3.6983 -3.9904
H 1.7523 2.9421 -5.7115
H -0.4493 3.5047 0.3793
C 0.9771 3.6294 -5.3728
H 2.6118 4.2164 -1.1892
C -1.9046 -0.9924 -1.3790
H 2.0440 -0.3870 3.5996
H 0.6306 -10.2175 4.4778
O 2.4142 0.4404 -1.9127
O 2.5489 3.7521 2.3825
H 0.9255 4.4548 0.3845
C 4.0102 2.1092 1.1359
S -0.6565 0.3965 -1.0088
H -0.0523 -1.6724 4.4995
H -0.7433 -5.1530 -2.6146
C 1.8117 -0.3036 -4.5043
F -5.1797 2.6097 -4.6101
C 3.7491 2.9200 2.4295
O -4.8626 -2.3112 6.4370
C -1.9345 -0.8033 3.9872
O 0.0223 4.5567 4.3892
H 1.4818 -8.3573 -1.5580
H 4.8086 1.4551 1.4864
F 2.5754 -1.3739 -4.7520
F -5.5988 4.4491 -3.5056
O -3.4121 1.5431 -3.0281
H 2.9938 3.4405 -3.5506
C 0.4398 -6.7194 -0.9812
S 1.2958 -0.2018 -2.6272
C 2.1103 3.9797 -3.2090
O 0.6344 3.2647 -1.3650
H -6.8092 -1.7476 7.0286
H 0.2751 2.7860 3.4078
C 1.6345 -9.7931 4.4959
O 0.9872 -1.5426 -2.3756
C -1.0512 6.2791 -3.1747
N -1.9899 3.6727 -2.6699
H 4.6082 3.5833 2.5294
C -5.7804 -1.3912 6.9764
H -5.5001 -1.3612 8.0293
O -2.6677 -1.9118 4.4979
H 0.8196 -10.6301 2.1267
H -4.8139 -3.7084 4.9996
F -1.0099 5.8780 -4.4441
H -5.7019 -0.3710 6.6007
H 3.7089 2.2488 3.2875
H 2.7003 2.6626 -1.5164
O -1.4205 1.4851 -0.4658
C -4.0670 -1.7230 4.1823
H 2.1571 -10.2297 -0.0344
H 2.3171 5.0409 -3.3479
H -1.7420 -0.0492 4.7504
O -4.2546 3.0966 -1.3359
O 2.1466 -9.4300 3.2137
O 0.9979 -5.7200 -1.8469
H 3.0973 1.6226 0.7924
H 1.4071 6.0530 4.5267
C 2.2247 -9.4715 0.7458
H 1.5882 -1.1704 2.1736
H -4.3765 -0.7061 4.4239
H 5.7307 2.7942 -1.8152
H -1.2593 2.8950 4.1860
H -0.5919 -2.1009 2.8646
O 0.0391 -0.1224 2.9540
H -0.8232 3.8491 2.6900
O -0.9429 2.2544 -4.9654
F -3.8349 4.3916 -4.7648
H -2.3112 -0.4240 3.0373
C -0.4198 3.2553 -5.9007
S -2.3328 5.1771 -2.1046
F -2.9991 -0.7901 -0.7373
H -0.9992 4.1592 -6.0889
H 4.5494 1.4863 -1.5147
F 0.7468 -0.3112 -5.3162
C 2.4690 4.5287 3.5549
H -0.2805 2.8213 -6.8908
H -0.1840 -4.0917 -1.2983
H 6.1013 1.5039 -0.8054
C 1.8616 -10.3104 2.1147
H -6.1288 -2.5209 4.8034
H -0.3239 -7.3200 -1.4754
O 0.8583 3.6323 -3.9230
N 0.0438 0.8767 -2.5901
C 5.2699 2.1631 -1.0553
Mg -0.5366 2.5927 -3.0401
H -1.6417 1.0818 -6.6345
C 2.0284 3.4879 -1.7522
H -4.1521 -1.8209 3.1000
O 0.2596 -0.1958 -0.0170
O -1.8935 5.2838 -0.6980
H 2.2165 -10.5495 5.0225
H 1.0746 2.6321 0.5428
H 3.2385 5.3006 3.5369
H 3.2694 -9.1671 0.6821
H 0.5330 -4.0573 -2.9930
C -1.8602 1.4443 -5.6300
H 1.6789 -8.8408 5.0243
F -1.4229 -2.1729 -0.9933
C 1.5631 -7.7417 -0.6622
H 0.8418 5.7010 2.8420
F 2.5268 0.7907 -4.8828
C 0.5890 3.4738 0.0490
C 1.4020 -0.2513 2.7292
H 0.0118 -6.3475 -0.0503
O 4.5865 2.8767 0.0297
C 1.0804 5.2881 3.8222
H 2.5843 -7.3605 -0.6661
H 1.1083 4.6404 -5.7585
*
```

Atom charges from the Löwdin analysis, given in e for atoms 1 to 2: H 0.06; C -0.16


3.
Entry from the OMol25 dataset: a cluster of 4 separate species, C28H56FN5O9PS2 in total (the ωB97M-V functional and the def2-TZVPD basis).

Largest force on an atom in hartree/bohr: 0.015

```
! RIJCOSX wB97M-V def2-TZVPD def2/J DEFGRID3
* xyz 1 1
H 3.8537 5.8100 1.5114
H -1.0145 0.8547 -3.3858
H -2.3362 -6.5550 -1.9943
H 8.0204 4.2121 1.0350
H 3.2148 4.5458 -0.9205
H 2.0760 6.7294 -0.6392
O -4.8935 -1.9893 -0.2324
S -7.6220 -0.5546 3.4192
H 1.3273 0.4257 3.4882
C 6.7775 4.3957 3.2978
H 10.0193 5.4947 2.7712
H 9.4754 3.8302 2.9835
C -0.1789 2.1269 0.9915
H -5.7083 -0.4163 -1.3413
C 1.4641 -0.2038 2.6036
C -4.7201 1.3378 1.1591
S -2.1179 -2.6967 0.3323
H 6.7566 4.5018 4.3832
C 3.1508 6.6890 -0.8187
C 1.9407 0.6936 1.4490
H 5.6065 4.3027 -0.3018
C 3.7194 5.3493 -0.3777
O -8.6351 -0.4734 -0.3276
H -2.6985 -3.9087 -1.7129
H -3.6660 1.2157 0.9070
H -0.1998 0.5723 -0.5484
H -3.6013 -4.4855 -0.3218
N -0.8011 -2.2646 -0.6973
C -7.8659 -0.3806 0.5723
H 3.6142 7.4997 -0.2507
P 0.5195 -0.5913 -4.1237
H 1.3965 2.5425 2.4049
C 1.2957 2.0820 1.4190
H 5.8010 4.6747 2.9000
H 2.3297 0.8873 -4.5244
C -4.3807 -2.7238 -1.2454
C 0.1135 -0.8933 2.3138
N 1.1667 -1.7589 -1.6438
O -4.7947 -2.7260 -2.3589
H 9.2910 4.9929 4.3054
H -6.6460 0.2980 3.0997
C 0.7468 -3.3433 1.7317
C 9.2466 4.8728 3.2224
H -4.7905 1.5023 2.2363
H 2.2302 -0.9426 2.8518
H 7.6816 6.3011 2.8855
H 3.3345 6.8679 -1.8788
C -5.0207 -0.5784 -0.5079
H 0.1205 -4.2079 1.5050
H -0.8093 1.5689 1.6905
H 1.6461 -3.7439 2.1956
H -3.5825 -8.2118 -5.1527
C -0.4049 1.6449 -0.4427
H 5.7424 6.0324 -0.0437
C -5.5457 0.1201 0.7474
H -0.6681 -0.3725 2.8734
H -4.0508 -0.1655 -0.8005
H -8.9949 -1.5949 1.8368
H -7.3480 -2.1738 1.6161
H -0.4954 3.1722 1.0403
N 2.6344 -2.5266 0.4061
H 6.9406 3.3404 3.0598
H -5.2704 -7.7635 -4.8633
H 2.7947 -0.4147 -3.4181
O -6.8854 0.5700 0.5335
H -0.9985 -2.6697 2.8362
F -2.1738 -1.3518 -2.3773
H -1.7653 -7.4538 -3.4128
N 1.2388 -2.7457 0.4832
H -5.4955 -0.6064 1.5668
C -7.9529 -1.2813 1.7878
C 0.5613 -2.2988 -0.5697
C 0.2127 -1.3409 -2.4730
H 3.0216 0.8261 1.5412
C 3.3156 -3.4309 -0.1008
H 1.7493 0.1679 0.5050
C -3.2061 -3.5870 -0.8039
C -4.2369 -7.4418 -4.7431
H -4.1127 -8.0852 -2.7002
O -0.6431 0.5524 -4.2239
C 0.0421 -2.3667 2.7130
N -0.9571 -1.6280 -1.9181
H 5.4532 5.4120 -1.6756
C -3.9310 -7.1790 -3.2791
H 1.8682 0.9754 -2.7932
H -1.4327 1.8208 -0.7739
C 2.0171 0.3160 -3.6489
C 7.8769 5.2472 2.6800
C 5.2172 5.2694 -0.6198
H 1.8534 2.6932 0.7017
O 3.4226 5.1148 1.0017
H -5.1120 2.2377 0.6809
O 4.0228 -4.1832 -0.6100
O 7.8504 5.1342 1.2567
H 0.2754 2.1739 -1.1175
H -4.7169 -5.3846 -3.2483
H -4.1014 -6.5286 -5.3296
H -2.3217 -5.7832 -3.5909
C -2.4969 -6.7263 -3.0613
H 0.5085 -2.4954 3.6922
H -0.1309 -0.7547 1.2583
O -4.8266 -6.1991 -2.7424
*
```

Atom charges from the Löwdin analysis, given in e for atoms 1 to 2: H 0.08; H 0.05


Number 1: LUMO energy 2.2 eV, HOMO-LUMO gap 2.6 eV, total energy -224919.571 eV. Number 2: LUMO energy -0.2 eV, HOMO-LUMO gap 9.1 eV, total energy -155258.995 eV. Number 3: LUMO energy -3.4 eV, HOMO-LUMO gap 7.9 eV, total energy -89487.852 eV.